# C6H9NO

A cluster of 2 separate species, C6H9NO in total (ωB97M-V/def2-TZVPD, the OMol25 dataset).

Atoms and positions in Å:
C1 -0.590 0.753 0.298
C2 0.589 1.422 0.391
N1 1.333 1.179 -0.773
C3 0.678 0.224 -1.496
C4 -0.493 -0.131 -0.843
C5 -1.477 -1.150 -1.085
C6 -1.787 -2.056 -0.175
H1 -1.522 0.757 0.969
H2 1.013 2.130 1.109
H3 1.961 1.722 -1.238
H4 1.067 -0.114 -2.417
H5 -2.137 -0.773 -1.888
H6 -2.605 -2.695 -0.031
H7 -1.072 -2.413 0.506
H8 1.448 -0.776 1.962
H9 1.631 -0.199 3.307
O1 1.172 -0.033 2.575

Summary:
2S+1: 2
energy: -9901.980 eV
Kohn-Sham gap (spin up / spin down): 2.681 / 8.435 eV
HOMO level (spin up / spin down): 1.18 / -4.62 eV
total charge: -1
relative energy (zero: lowest compared OMol25 entry of this formula, charge and spin): 43.93 kcal per mole



# C6H9NO

An isolated molecule of C6H9NO (ωB97M-V/def2-TZVPD, the OMol25 dataset).

Atoms and positions in Å:
C1 -1.917 -0.076 1.490
C2 -0.721 0.007 2.066
C3 0.552 -0.391 1.498
C4 0.970 -0.366 0.229
C5 0.226 0.134 -0.979
C6 1.169 0.825 -1.957
N1 -0.215 -1.129 -1.554
O1 -1.376 -1.440 -1.384
H1 -2.802 0.232 2.019
H2 -2.071 -0.483 0.507
H3 -0.652 0.357 3.090
H4 1.278 -0.707 2.241
H5 1.963 -0.726 0.000
H6 -0.610 0.781 -0.679
H7 2.036 0.198 -2.153
H8 1.506 1.769 -1.534
H9 0.664 1.015 -2.901

Summary:
energy: -9901.892 eV
Kohn-Sham gap: 8.857 eV
SMILES: C=C/C=C\[C@@H](C)N=O
HOMO level: -8.95 eV
total charge: 0
relative energy (zero: lowest compared OMol25 entry of this formula, charge and spin): 85.60 kcal per mole



# C6H9NO

A cluster of 2 separate species, C6H9NO in total (ωB97M-V/def2-TZVPD, the OMol25 dataset).

Atoms and positions in Å:
C1 1.425 -2.150 0.263
C2 1.703 -1.102 -0.482
C3 2.305 -0.110 -1.120
N1 2.548 1.045 -1.468
H1 1.912 -3.096 0.165
H2 0.766 -2.034 1.184
H3 3.287 1.201 -2.111
C4 -0.765 1.386 0.380
C5 -0.956 -0.086 0.649
C6 -1.696 -0.875 -0.404
O1 -0.660 -0.655 1.670
H4 -0.873 1.970 1.284
H5 0.259 1.435 0.030
H6 -1.594 1.704 -0.384
H7 -2.727 -1.213 -0.075
H8 -1.135 -1.819 -0.611
H9 -1.671 -0.298 -1.375

Summary:
energy: -9902.016 eV
Kohn-Sham gap: 8.707 eV
SMILES: C=C=C=N.CC(C)=O
HOMO level: -8.73 eV
total charge: 0
relative energy (zero: lowest compared OMol25 entry of this formula, charge and spin): 82.74 kcal per mole



# C6H9NO

A structure of composition C6H9NO (ωB97M-V/def2-TZVPD, the OMol25 dataset).

Atoms and positions in Å:
C1 -1.378 -0.122 -0.092
C2 -0.950 1.337 0.133
C3 0.359 1.138 -0.569
C4 1.421 0.844 0.573
C5 1.807 -0.635 0.247
C6 0.681 -1.418 -0.234
H1 -1.963 2.172 -0.119
H2 -0.715 1.689 1.071
H3 0.507 1.951 -1.317
H4 2.327 1.530 0.137
H5 0.811 0.895 1.541
H6 2.399 -0.574 -0.602
H7 2.412 -1.336 0.945
H8 0.202 -1.717 0.711
H9 1.075 -2.054 -0.916
N1 -0.150 -0.264 -0.675
O1 -2.206 -0.947 0.366

Summary:
energy: -9901.130 eV
Kohn-Sham gap: 10.172 eV
HOMO level: -9.34 eV
total charge: 0
relative energy (zero: lowest compared OMol25 entry of this formula, charge and spin): 103.19 kcal per mole



# C6H9NO

A structure of composition C6H9NO (ωB97M-V/def2-TZVPD, the OMol25 dataset).

Atoms and positions in Å:
C1 -2.071 1.083 -0.400
C2 -0.795 1.240 0.267
C3 1.947 -1.001 0.020
C4 1.554 0.272 0.797
C5 0.603 -0.921 -0.765
C6 0.212 0.336 0.110
N1 -2.075 -1.327 0.456
O1 -2.725 -0.572 -0.140
H1 -2.848 1.867 -0.282
H2 -1.898 0.911 -1.421
H3 -0.857 1.736 1.189
H4 2.990 -0.854 -0.359
H5 1.933 -2.000 0.580
H6 1.344 0.349 1.914
H7 1.978 1.293 0.627
H8 0.846 -0.643 -1.789
H9 -0.137 -1.768 -0.805

Summary:
energy: -9898.759 eV
Kohn-Sham gap (spin up / spin down): 7.996 / 7.994 eV
HOMO level (spin up / spin down): -7.39 / -7.39 eV
total charge: 0
relative energy (zero: lowest compared OMol25 entry of this formula, charge and spin): 157.86 kcal per mole



# C6H9NO

A cluster of 2 separate species, C6H9NO in total (ωB97M-V/def2-TZVPD, the OMol25 dataset).

Atoms and positions in Å:
C1 0.959 0.704 -0.444
C2 1.366 -0.640 -0.076
C3 0.535 -1.219 0.721
C4 -0.670 -0.382 0.994
C5 -1.597 -0.593 1.911
C6 -0.574 0.733 0.033
H1 0.890 1.863 -2.097
H2 0.455 0.407 -2.264
H3 1.605 1.363 0.121
H4 2.283 -1.016 -0.534
H5 0.739 -2.121 1.361
H6 -1.546 -1.447 2.538
H7 -2.494 0.018 2.100
H8 -0.987 1.617 0.458
H9 -0.779 -0.627 -1.798
N1 1.204 0.931 -1.830
O1 -1.389 0.407 -1.195

Summary:
energy: -9901.853 eV
Kohn-Sham gap: 9.267 eV
HOMO level: -8.95 eV
total charge: 0
relative energy (zero: lowest compared OMol25 entry of this formula, charge and spin): 86.50 kcal per mole



# C6H9NO

An isolated molecule of C6H9NO (ωB97M-V/def2-TZVPD, the OMol25 dataset).

Atoms and positions in Å:
H1 1.454 -1.230 0.567
N1 1.762 -1.331 -0.334
C1 1.709 -0.112 -0.603
C2 1.287 0.961 0.428
C3 -0.257 0.850 0.625
C4 -1.333 1.006 -0.521
C5 -1.579 -0.255 -0.812
C6 -1.238 -1.226 0.228
O1 -0.417 -0.563 1.092
H2 2.043 0.439 -1.524
H3 1.573 0.537 1.329
H4 1.734 1.971 -0.019
H5 -0.742 1.294 1.540
H6 -1.194 2.024 -1.134
H7 -2.153 -0.685 -1.514
H8 -2.067 -1.639 0.943
H9 -0.582 -2.041 -0.292

Summary:
energy: -9901.193 eV
Kohn-Sham gap: 9.968 eV
SMILES: [H]/N=C\C[C@H]1C=CCO1
HOMO level: -9.05 eV
total charge: 0
relative energy (zero: lowest compared OMol25 entry of this formula, charge and spin): 101.73 kcal per mole



# C6H9NO

An isolated molecule of C6H9NO (ωB97M-V/def2-TZVPD, the OMol25 dataset).

Atoms and positions in Å:
H1 3.183 -0.689 0.262
N1 2.552 -1.098 -0.454
C1 1.495 -0.308 -0.549
C2 1.081 0.817 0.244
C3 -0.368 0.631 0.541
C4 -1.225 0.815 -0.626
C5 -1.857 -0.223 -0.940
O1 -1.785 -1.336 -0.055
C6 -0.929 -0.790 0.945
H2 0.735 -0.874 -1.302
H3 1.436 1.719 -0.514
H4 2.005 0.876 0.957
H5 -0.982 1.294 1.178
H6 -1.463 1.892 -0.737
H7 -2.338 -0.471 -1.897
H8 -1.515 -0.770 1.858
H9 -0.026 -1.486 1.087

Summary:
energy: -9901.319 eV
Kohn-Sham gap: 9.799 eV
SMILES: [H]/N=C\C[C@H]1C=COC1
HOMO level: -8.97 eV
total charge: 0
relative energy (zero: lowest compared OMol25 entry of this formula, charge and spin): 98.83 kcal per mole



# C6H9NO

A cluster of 2 separate species, C6H9NO in total (ωB97M-V/def2-TZVPD, the OMol25 dataset).

Atoms and positions in Å:
C1 2.825 0.044 0.073
C2 2.244 -1.144 -0.092
C3 0.914 -1.113 -0.474
N1 0.195 0.043 -0.640
C4 0.750 1.223 -0.439
C5 2.048 1.177 0.047
H1 3.882 0.121 0.160
H2 2.863 -2.052 0.123
H3 0.184 -2.030 -0.403
H4 0.293 2.230 -0.566
H5 2.489 2.163 0.662
C6 -3.337 -0.133 0.421
O1 -2.713 0.201 -0.746
H6 -4.447 -0.099 0.199
H7 -3.131 -1.226 0.810
H8 -3.246 0.511 1.437
H9 -1.812 0.086 -0.571

Summary:
energy: -9903.190 eV
Kohn-Sham gap: 10.306 eV
SMILES: c1ccncc1.CO
HOMO level: -9.68 eV
total charge: 0
relative energy (zero: lowest compared OMol25 entry of this formula, charge and spin): 55.68 kcal per mole



# C6H9NO

An isolated molecule of C6H9NO (ωB97M-V/def2-TZVPD, the OMol25 dataset).

Atoms and positions in Å:
H1 2.026 1.710 0.373
N1 2.085 0.791 -0.064
C1 0.992 0.210 -0.268
C2 1.017 -1.126 -0.934
C3 -0.367 0.755 0.150
C4 -1.459 0.536 -0.898
C5 -0.757 0.116 1.471
C6 -0.060 -0.792 2.073
O1 0.562 -1.616 2.609
H2 0.424 -1.849 -0.377
H3 0.603 -1.042 -1.937
H4 2.045 -1.471 -1.005
H5 -0.262 1.838 0.325
H6 -2.378 1.032 -0.582
H7 -1.669 -0.521 -1.029
H8 -1.147 0.955 -1.849
H9 -1.657 0.474 1.942

Summary:
energy: -9904.313 eV
Kohn-Sham gap: 9.860 eV
SMILES: [H]/N=C(/C)[C@@H](C)C=C=O
HOMO level: -9.12 eV
total charge: 0
relative energy (zero: lowest compared OMol25 entry of this formula, charge and spin): 29.78 kcal per mole



# C6H9NO

An isolated molecule of C6H9NO (ωB97M-V/def2-TZVPD, the OMol25 dataset).

Atoms and positions in Å:
C1 2.076 -0.228 1.299
C2 0.921 0.107 1.789
C3 -0.444 0.007 0.929
C4 -0.248 0.698 -0.359
C5 -1.412 1.108 -1.283
N1 -0.446 0.115 -1.588
C6 -0.402 -1.311 -1.696
O1 0.352 -1.992 -0.947
H1 2.321 -0.782 0.191
H2 2.941 -0.335 1.873
H3 0.787 0.374 2.968
H4 -1.404 0.489 1.641
H5 -0.816 -1.025 0.744
H6 0.556 1.546 -0.187
H7 -2.509 0.769 -1.074
H8 -1.408 2.237 -1.612
H9 -0.864 -1.777 -2.690

Summary:
energy: -9900.772 eV
Kohn-Sham gap: 10.257 eV
SMILES: C=CC[C@@H]1CN1C=O
HOMO level: -9.34 eV
total charge: 0
relative energy (zero: lowest compared OMol25 entry of this formula, charge and spin): 111.44 kcal per mole



# C6H9NO

An isolated molecule of C6H9NO (ωB97M-V/def2-TZVPD, the OMol25 dataset).

Atoms and positions in Å:
C1 0.649 0.916 -1.347
C2 -1.659 -0.822 -0.337
C3 0.731 0.770 0.178
C4 -0.851 0.036 0.604
C5 1.831 -0.553 0.468
C6 0.940 -1.261 0.977
N1 -1.398 0.585 1.600
O1 0.981 1.728 0.921
H1 -0.727 1.215 2.060
H2 2.878 -0.477 0.242
H3 0.341 -1.977 1.494
H4 -0.171 1.593 -1.587
H5 1.585 1.361 -1.684
H6 0.496 -0.039 -1.844
H7 -1.083 -1.649 -0.754
H8 -2.535 -1.211 0.183
H9 -2.008 -0.214 -1.174

Summary:
energy: -9900.078 eV
Kohn-Sham gap: 7.795 eV
HOMO level: -8.45 eV
total charge: 0
relative energy (zero: lowest compared OMol25 entry of this formula, charge and spin): 127.45 kcal per mole



# C6H9NO

A structure of composition C6H9NO (ωB97M-V/def2-TZVPD, the OMol25 dataset).

Atoms and positions in Å:
C1 -1.605 0.413 1.136
C2 -1.089 0.613 -0.270
C3 0.706 0.871 -0.068
N1 0.495 -2.133 0.101
C4 0.553 -0.055 -1.147
C5 0.423 -1.435 -1.057
C6 1.643 1.760 0.220
O1 -1.826 1.034 -1.134
H1 0.245 -3.112 0.095
H2 0.416 -1.575 0.938
H3 0.811 0.343 -2.130
H4 0.281 -2.029 -1.952
H5 -2.666 0.146 1.139
H6 -1.457 1.330 1.711
H7 -1.054 -0.371 1.653
H8 2.634 1.699 -0.226
H9 1.490 2.502 0.993

Summary:
energy: -9901.147 eV
Kohn-Sham gap: 8.060 eV
HOMO level: -7.28 eV
total charge: 0
relative energy (zero: lowest compared OMol25 entry of this formula, charge and spin): 102.79 kcal per mole



# C6H9NO

An isolated molecule of C6H9NO (ωB97M-V/def2-TZVPD, the OMol25 dataset).

Atoms and positions in Å:
H1 3.560 -0.934 -0.465
N1 3.155 -0.018 -0.291
C1 1.943 0.025 -0.043
C2 1.048 1.186 0.191
C3 -0.299 0.530 0.035
C4 -1.544 1.332 -0.127
C5 -0.175 -0.808 0.147
C6 -1.220 -1.874 0.074
O1 1.119 -1.222 0.199
H2 1.220 1.620 1.179
H3 1.221 1.969 -0.550
H4 -1.696 1.993 0.729
H5 -1.486 1.958 -1.019
H6 -2.414 0.686 -0.219
H7 -0.782 -2.818 0.390
H8 -2.066 -1.635 0.716
H9 -1.584 -1.991 -0.947

Summary:
energy: -9904.807 eV
Kohn-Sham gap: 9.078 eV
SMILES: [H]/N=C1/CC(C)=C(C)O1
HOMO level: -8.19 eV
total charge: 0
relative energy (zero: lowest compared OMol25 entry of this formula, charge and spin): 18.37 kcal per mole